(1)
Formula: C5H5N
Source: the Open Molecules 2025 dataset
Level of theory: ωB97M-V/def2-TZVPD

The geometry in ORCA input format:
```
! RIJCOSX wB97M-V def2-TZVPD def2/J DEFGRID3
* xyz 0 1
C -0.19 1.17 -0.01
C -1.26 0.28 0.08
C -0.98 -1.08 0.02
N 0.26 -1.58 0.05
C 1.27 -0.71 0.04
C 1.10 0.66 -0.09
H -0.37 2.25 -0.02
H -2.28 0.63 0.17
H -1.78 -1.80 -0.09
H 2.27 -1.14 0.13
H 1.95 1.31 -0.26
*
```

The value obtained for the orbital gap is 0.39322 Eh. The relative energy (zero: lowest compared OMol25 entry of this formula, charge and spin) is 5.2 kJ/mol. The lowest unoccupied orbital energy comes out at 1.0 eV. As for the SMILES: c1ccncc1. For the electronic energy, the calculation gives -248.2731 a.u.

(2)
Formula: C6H39NO13
Source: the Open Molecules 2025 dataset
Level of theory: ωB97M-V/def2-TZVPD

The geometry in ORCA input format:
```
! RIJCOSX wB97M-V def2-TZVPD def2/J DEFGRID3
* xyz 0 1
C 0.29 -0.03 -1.20
N 0.50 1.16 -0.41
C -0.74 1.52 0.36
C -0.55 2.52 1.48
C -1.85 2.77 2.25
O 0.35 1.95 2.49
C 1.43 -0.25 -2.24
C 2.79 -0.49 -1.58
H 0.19 -1.00 -0.69
H -0.61 0.11 -1.82
H 1.24 1.05 0.28
H -1.35 1.96 -0.44
H -1.16 0.57 0.69
H 0.00 3.42 1.23
H -2.71 2.20 1.90
H -1.67 2.59 3.31
H -2.16 3.81 2.14
H 1.01 1.39 2.08
H 1.52 0.65 -2.85
H 1.10 -1.15 -2.75
H 2.96 0.08 -0.67
H 2.86 -1.55 -1.32
H 3.61 -0.34 -2.28
H -3.34 1.54 -1.88
H -2.44 2.44 -2.72
O -3.15 1.79 -2.80
H 2.72 3.69 -1.01
H 1.61 2.63 -1.33
O 1.96 3.51 -1.57
H -0.78 -3.09 -2.11
H 0.34 -3.13 -3.09
O 0.19 -3.28 -2.15
H 0.63 -0.54 3.56
H 0.51 -1.89 2.82
O 1.02 -1.05 2.84
H 3.96 1.73 1.89
H 3.07 0.50 1.75
O 3.05 1.49 1.78
H 1.54 -3.84 -0.12
H 0.36 -4.71 -0.36
O 0.88 -4.36 0.36
H -2.60 -1.76 -1.32
H -2.18 -1.21 -2.67
O -2.26 -2.04 -2.18
H -2.85 -1.24 2.32
H -1.88 -2.17 1.51
O -2.71 -1.68 1.47
H 0.02 -3.54 1.48
H -0.82 -4.04 2.67
O -0.56 -3.22 2.22
H -4.47 -1.08 -0.76
H -3.31 -0.57 0.09
O -3.71 -0.49 -0.80
H 3.98 -1.72 2.40
H 2.51 -1.16 2.31
O 3.35 -1.32 1.78
H -0.41 3.38 -1.38
H -0.32 3.84 -2.83
O -0.95 3.64 -2.13
*
```

The value obtained for the orbital gap is 0.34165 Eh. The relative energy (zero: lowest compared OMol25 entry of this formula, charge and spin) is 215.0 kJ/mol. The lowest unoccupied orbital energy comes out at 0.0 eV. For the electronic energy, the calculation gives -1284.8892 a.u.

(3)
Formula: C4H14AuN5O7PS
Source: the Open Molecules 2025 dataset
Level of theory: ωB97M-V/def2-TZVPD

The geometry in ORCA input format:
```
! RIJCOSX wB97M-V def2-TZVPD def2/J DEFGRID3
* xyz 1 3
Au -6.36 7.83 10.19
N -7.92 5.86 9.44
N -7.00 4.96 8.97
C -7.10 4.67 7.70
N -6.03 3.98 7.24
N -8.15 5.28 7.14
N -8.23 5.04 5.73
O -8.89 5.82 5.02
O -7.55 4.08 5.20
H -8.33 5.67 10.39
H -8.59 6.10 8.65
H -6.23 4.62 9.61
H -5.17 3.97 7.80
H -5.88 4.06 6.26
O -3.76 5.41 9.60
S -4.09 6.25 10.74
O -3.22 6.02 11.84
O -5.58 6.00 10.98
O -4.28 7.76 10.42
C -8.00 10.94 7.58
P -6.94 9.51 7.98
C -6.78 8.64 6.45
C -5.36 10.18 8.47
O -7.78 8.82 9.08
H -7.58 11.61 6.84
H -8.17 11.48 8.53
H -8.95 10.69 7.16
H -6.46 9.25 5.61
H -7.73 8.16 6.15
H -6.04 7.81 6.75
H -4.93 10.97 7.77
H -4.57 9.35 8.49
H -5.48 10.60 9.48
*
```

The value obtained for the orbital gap (spin up / spin down) is 0.35177 / 0.20581 Eh. As for the expectation value of S²: 2.01. The relative energy (zero: lowest compared OMol25 entry of this formula, charge and spin) is 0.0 kJ/mol. The lowest unoccupied orbital energy (spin up / spin down) comes out at -4.0 / -7.8 eV. For the electronic energy, the calculation gives -1836.0166 a.u.

(4)
Formula: C8H12
Source: the Open Molecules 2025 dataset
Level of theory: ωB97M-V/def2-TZVPD

The geometry in ORCA input format:
```
! RIJCOSX wB97M-V def2-TZVPD def2/J DEFGRID3
* xyz 0 1
C -0.80 2.84 -0.75
C -0.13 1.80 -0.20
C 0.24 0.63 -0.92
C 1.16 -0.26 -0.21
C 2.35 -0.17 0.36
C -0.13 -0.89 0.13
C -0.95 -0.73 1.37
C -0.45 -2.09 -0.64
H -1.15 3.63 -0.13
H -1.27 2.77 -1.62
H 0.00 1.71 0.83
H 0.11 0.60 -1.93
H 2.70 -0.81 1.13
H 3.09 0.54 0.11
H -2.05 -0.62 1.30
H -0.37 0.08 1.92
H -0.73 -1.61 1.93
H 0.01 -2.12 -1.66
H -1.56 -2.19 -0.57
H -0.06 -3.11 -0.43
*
```

The value obtained for the orbital gap is 0.32041 Eh. The relative energy (zero: lowest compared OMol25 entry of this formula, charge and spin) is 332.4 kJ/mol. The lowest unoccupied orbital energy comes out at 1.0 eV. As for the SMILES: C=C[C@H]1C(=C)C1(C)C. For the electronic energy, the calculation gives -311.8598 a.u.

(5)
Formula: C6H9NO
Source: the Open Molecules 2025 dataset
Level of theory: ωB97M-V/def2-TZVPD

The geometry in ORCA input format:
```
! RIJCOSX wB97M-V def2-TZVPD def2/J DEFGRID3
* xyz 0 1
C 1.57 0.88 0.03
C 0.13 0.32 0.10
C -0.23 -0.91 1.00
C -1.25 -0.92 -0.15
C -2.08 0.37 0.00
C -1.09 1.22 0.14
H 2.40 -0.82 0.77
H 2.34 -0.92 -0.87
H 1.68 1.52 0.94
H 1.71 1.53 -0.82
H -0.58 -0.82 1.99
H 0.55 -1.61 0.98
H -1.83 -1.83 -0.46
H -3.16 0.45 -0.27
H -1.22 2.27 0.52
N 2.54 -0.27 -0.10
O -0.25 -0.46 -1.10
*
```

The value obtained for the orbital gap is 0.37872 Eh. The relative energy (zero: lowest compared OMol25 entry of this formula, charge and spin) is 333.9 kJ/mol. The lowest unoccupied orbital energy comes out at 1.0 eV. For the electronic energy, the calculation gives -363.8971 a.u.

(6)
Formula: CH7NS
Source: the Open Molecules 2025 dataset
Level of theory: ωB97M-V/def2-TZVPD

The geometry in ORCA input format:
```
! RIJCOSX wB97M-V def2-TZVPD def2/J DEFGRID3
* xyz -1 2
S 1.22 -1.71 1.07
H 0.43 -2.19 2.06
C -0.13 1.35 -0.31
N -0.99 0.41 -0.96
H 0.05 1.05 0.72
H 0.85 1.42 -0.81
H -0.49 2.38 -0.35
H 1.82 -2.94 0.94
H -1.37 0.61 -1.87
H -1.38 -0.38 -0.49
*
```

The value obtained for the orbital gap (spin up / spin down) is 0.10500 / 0.32621 Eh. As for the expectation value of S²: 0.75. The relative energy (zero: lowest compared OMol25 entry of this formula, charge and spin) is 3.2 kJ/mol. The lowest unoccupied orbital energy (spin up / spin down) comes out at 3.9 / 3.8 eV. For the electronic energy, the calculation gives -495.1639 a.u.

(7)
Formula: C5H8N2
Source: the Open Molecules 2025 dataset
Level of theory: ωB97M-V/def2-TZVPD

The geometry in ORCA input format:
```
! RIJCOSX wB97M-V def2-TZVPD def2/J DEFGRID3
* xyz 0 1
C -1.14 1.04 1.38
C -0.21 0.21 0.54
C 0.21 0.42 -0.92
C 0.13 -0.66 -1.98
N -0.40 -1.75 -1.47
C 1.63 0.29 -0.37
N 1.12 0.09 0.85
H -0.84 2.10 1.42
H -2.16 1.00 0.99
H -1.17 0.66 2.41
H -0.06 1.40 -1.31
H -0.72 -1.80 -0.50
H -0.42 -2.60 -2.02
H 2.47 -0.28 -0.77
H 1.57 -0.10 1.74
*
```

The value obtained for the orbital gap (spin up / spin down) is 0.28571 / 0.28565 Eh. The relative energy (zero: lowest compared OMol25 entry of this formula, charge and spin) is 499.7 kJ/mol. The lowest unoccupied orbital energy (spin up / spin down) comes out at 0.7 / 0.7 eV. For the electronic energy, the calculation gives -304.6452 a.u.

(8)
Formula: C2H4FIO
Source: the Open Molecules 2025 dataset
Level of theory: ωB97M-V/def2-TZVPD

The geometry in ORCA input format:
```
! RIJCOSX wB97M-V def2-TZVPD def2/J DEFGRID3
* xyz 0 1
C 0.71 0.55 -1.31
C -0.38 -0.71 0.90
O -1.68 -0.44 0.88
F 1.12 -0.43 -2.06
I 0.90 0.01 2.39
H -0.27 0.94 -1.44
H 1.55 1.22 -1.14
H -0.05 -1.66 0.62
H -1.90 0.52 1.17
*
```

The value obtained for the orbital gap (spin up / spin down) is 0.29436 / 0.31572 Eh. The relative energy (zero: lowest compared OMol25 entry of this formula, charge and spin) is 348.9 kJ/mol. The lowest unoccupied orbital energy (spin up / spin down) comes out at 0.4 / 0.4 eV. For the electronic energy, the calculation gives -551.2453 a.u.